1.
Computed, not measured: a single C3H4N2O molecule, with ωB97M-V/def2-TZVPD.

Geometry as XYZ:
```
10
Properties=species:S:1:pos:R:3
N 1.800 0.104 -0.172
C 0.548 0.111 0.025
C -0.285 -1.097 -0.268
O -1.633 -0.617 -0.303
N -1.668 0.665 0.183
C -0.482 1.104 0.405
H 2.257 0.985 0.049
H 0.030 -1.519 -1.220
H -0.206 -1.851 0.523
H -0.361 2.114 0.779
```

The value obtained for the gap between HOMO and LUMO is 0.3702 Eh. As for the relative energy (zero: lowest compared OMol25 entry of this formula, charge and spin): 2.786 eV. As for the structure (SMILES): [H]/N=C1\C=NOC1.



2.
Computed, not measured: a 13-piece molecular cluster, C50H51F6N7 overall, with ωB97M-V/def2-TZVPD.

Geometry as XYZ:
```
114
Properties=species:S:1:pos:R:3
F 4.893 -4.881 -0.755
C 4.234 -3.902 -0.126
C 2.933 -3.651 -0.499
C 2.259 -2.568 0.093
C 2.836 -1.824 1.101
C 4.152 -2.122 1.451
C 4.871 -3.117 0.835
H 2.442 -4.262 -1.241
H 1.256 -2.359 -0.253
H 2.318 -0.965 1.503
H 4.665 -1.611 2.258
H 5.891 -3.301 1.143
F -1.408 1.586 6.122
C -0.550 0.554 6.078
C -0.195 0.028 4.862
C 0.678 -1.042 4.797
C 1.230 -1.554 5.965
C 0.949 -0.935 7.176
C 0.054 0.123 7.243
H -0.605 0.367 3.917
H 0.998 -1.471 3.854
H 1.908 -2.394 5.892
H 1.392 -1.312 8.089
H -0.310 0.585 8.153
F 1.687 -2.940 -3.114
C 2.454 -2.416 -4.094
C 1.901 -1.388 -4.850
C 2.713 -0.718 -5.753
C 4.031 -1.123 -5.929
C 4.573 -2.102 -5.104
C 3.781 -2.777 -4.197
H 0.898 -1.077 -4.593
H 2.288 0.061 -6.371
H 4.645 -0.589 -6.642
H 5.631 -2.309 -5.199
H 4.189 -3.601 -3.625
F -2.815 6.752 1.693
C -3.244 5.486 1.694
C -4.584 5.194 1.910
C -4.985 3.859 1.970
C -4.048 2.835 1.937
C -2.713 3.134 1.708
C -2.343 4.456 1.550
H -5.348 5.956 1.985
H -6.025 3.626 2.153
H -4.325 1.792 2.019
H -2.010 2.326 1.565
H -1.307 4.678 1.310
F -0.627 -1.372 -2.551
C -0.452 -0.680 -1.408
C 0.336 0.456 -1.418
C 0.506 1.138 -0.203
C -0.075 0.645 0.956
C -0.911 -0.473 0.953
C -0.995 -1.164 -0.240
H 0.792 0.866 -2.310
H 1.168 1.989 -0.121
H 0.138 1.063 1.936
H -1.361 -0.861 1.854
H -1.638 -2.034 -0.348
F 2.410 2.596 6.534
C 2.051 2.931 5.287
C 2.825 2.474 4.235
C 2.463 2.799 2.935
C 1.363 3.620 2.721
C 0.628 4.086 3.787
C 0.975 3.780 5.099
H 3.695 1.876 4.477
H 3.044 2.514 2.067
H 1.092 3.903 1.711
H -0.211 4.750 3.618
H 0.333 4.108 5.904
C -2.468 2.397 -2.183
C -3.862 2.281 -1.796
N -4.954 2.123 -1.481
H -2.090 1.678 -2.907
H -1.803 2.262 -1.325
H -2.258 3.409 -2.529
C -1.617 -1.827 -5.400
C -1.061 -1.344 -6.659
N -0.637 -0.927 -7.642
H -2.579 -2.287 -5.599
H -1.668 -1.008 -4.684
H -0.876 -2.508 -4.979
C -0.074 2.319 -7.294
C -0.121 2.190 -5.840
N -0.135 2.079 -4.696
H -1.002 2.078 -7.796
H 0.700 1.643 -7.663
H 0.321 3.310 -7.522
C -3.956 -0.956 -1.970
C -3.647 -2.238 -2.586
N -3.460 -3.261 -3.069
H -4.315 -1.017 -0.944
H -4.806 -0.506 -2.491
H -3.150 -0.234 -2.044
C -1.827 -5.270 -1.063
C -1.498 -5.609 0.309
N -1.253 -5.869 1.398
H -1.190 -5.787 -1.779
H -1.645 -4.202 -1.201
H -2.870 -5.424 -1.328
C -4.669 -0.992 5.510
C -3.906 -0.722 4.294
N -3.268 -0.466 3.378
H -3.951 -1.070 6.326
H -5.176 -1.954 5.419
H -5.429 -0.252 5.741
C 3.995 -0.088 -1.991
C 5.372 0.140 -1.551
N 6.429 0.350 -1.161
H 3.297 0.565 -1.477
H 3.806 -1.149 -1.817
H 3.816 0.047 -3.059
```

The value obtained for the gap between HOMO and LUMO is 0.3532 Eh. As for the relative energy (zero: lowest compared OMol25 entry of this formula, charge and spin): 0.267 eV.



3.
Computed, not measured: a single C5H3NO2 molecule, with ωB97M-V/def2-TZVPD.

Geometry as XYZ:
```
11
Properties=species:S:1:pos:R:3
C 0.516 -0.487 -0.971
C 0.802 -1.049 0.166
C 0.059 -0.361 1.155
C -0.658 0.581 0.526
C -1.572 1.486 1.062
H 0.355 -0.261 -2.791
H 1.724 -1.758 0.082
H 0.196 -0.336 2.219
N -2.061 2.459 1.610
O 1.097 -0.727 -2.151
O -0.459 0.454 -0.907
```

The value obtained for the gap between HOMO and LUMO is 0.3412 Eh. As for the relative energy (zero: lowest compared OMol25 entry of this formula, charge and spin): 1.294 eV. As for the structure (SMILES): N#Cc1ccc(O)o1.



4.
Computed, not measured: a single C2H4N4O2 molecule, with ωB97M-V/def2-TZVPD.

Geometry as XYZ:
```
12
Properties=species:S:1:pos:R:3
C -0.047 1.471 0.116
C -0.357 0.282 -0.742
H 0.672 -2.675 -0.121
H -1.024 -2.306 0.064
H 1.491 -0.582 1.604
H -1.103 2.688 -1.123
N -0.152 -1.974 0.282
N -0.028 -0.693 0.003
N 0.689 -0.225 1.164
N 0.643 1.154 1.180
O -0.299 2.725 -0.362
O -0.485 0.135 -2.066
```

The value obtained for the gap between HOMO and LUMO is 0.3344 Eh. As for the relative energy (zero: lowest compared OMol25 entry of this formula, charge and spin): 4.491 eV. As for the structure (SMILES): Nn1[nH]nc(O)c1=O.



5.
Computed, not measured: a 25-piece molecular cluster, C74H166Br38O24P6 overall, with ωB97M-V/def2-TZVPD.

Geometry as XYZ:
```
308
Properties=species:S:1:pos:R:3
Br 3.316 0.423 -4.510
C 1.987 1.819 -4.200
C 1.754 2.680 -5.455
Br 0.538 4.206 -5.106
H 2.309 2.424 -3.355
H 1.067 1.285 -3.931
H 1.391 2.104 -6.305
H 2.708 3.153 -5.700
Br -1.114 2.650 3.052
C -1.764 4.373 2.453
C -2.730 4.916 3.454
Br -3.702 6.465 2.947
H -2.255 4.147 1.521
H -0.865 4.962 2.321
H -2.208 5.165 4.367
H -3.500 4.208 3.737
Br 1.942 5.243 5.040
C 1.713 3.476 5.906
C 2.735 2.489 5.384
Br 2.406 0.801 6.333
H 0.699 3.191 5.644
H 1.908 3.648 6.936
H 3.746 2.728 5.690
H 2.536 2.340 4.338
Br 6.311 -3.042 0.316
C 6.456 -3.832 2.106
C 7.646 -3.294 2.891
Br 9.308 -4.193 2.171
H 6.432 -4.929 2.040
H 5.521 -3.529 2.550
H 7.598 -3.492 3.967
H 7.796 -2.254 2.640
Br 1.778 -7.305 -7.658
C 1.141 -8.452 -6.217
C 0.993 -7.485 -5.072
Br -0.023 -8.245 -3.555
H 1.934 -9.135 -6.048
H 0.203 -8.824 -6.576
H 0.445 -6.601 -5.334
H 1.922 -7.161 -4.599
Br -8.581 0.704 -5.345
C -8.048 -0.861 -4.367
C -6.985 -0.592 -3.384
Br -6.531 -2.286 -2.516
H -7.643 -1.572 -5.094
H -8.913 -1.201 -3.822
H -7.279 0.147 -2.643
H -6.043 -0.333 -3.843
Br -0.388 6.755 -0.655
C 1.125 7.670 0.059
C 1.363 7.448 1.530
Br 2.916 8.435 2.191
H 0.888 8.705 -0.058
H 1.982 7.324 -0.530
H 1.582 6.407 1.812
H 0.564 7.832 2.158
Br 5.335 -2.957 -3.267
C 4.212 -4.360 -2.551
C 4.601 -5.678 -3.069
Br 3.640 -7.158 -2.286
H 3.216 -4.025 -2.836
H 4.351 -4.343 -1.493
H 5.623 -5.922 -2.839
H 4.419 -5.744 -4.126
Br -4.377 1.883 -2.854
C -2.842 3.075 -3.150
C -2.460 3.889 -1.951
Br -3.482 5.555 -1.721
H -3.144 3.785 -3.945
H -2.031 2.403 -3.317
H -1.389 4.096 -2.000
H -2.664 3.330 -1.054
Br -1.182 -5.362 2.464
C -0.931 -5.405 0.531
C -1.906 -4.493 -0.113
Br -1.906 -4.791 -2.063
H -1.073 -6.445 0.259
H 0.072 -5.068 0.343
H -1.586 -3.449 -0.005
H -2.931 -4.526 0.219
Br 5.054 2.886 8.322
C 6.068 4.572 8.042
C 6.263 4.913 6.588
Br 7.512 3.658 5.769
H 7.022 4.464 8.550
H 5.482 5.335 8.570
H 6.729 5.889 6.486
H 5.368 4.825 5.973
Br 9.053 5.709 0.212
C 7.291 5.074 0.830
C 6.936 5.496 2.226
Br 5.105 4.932 2.652
H 7.380 3.991 0.885
H 6.673 5.539 0.098
H 6.943 6.581 2.327
H 7.498 4.984 2.997
Br -4.882 -2.367 -6.145
C -5.093 -4.305 -5.512
C -3.700 -4.894 -5.243
Br -2.810 -5.320 -7.026
H -5.646 -4.883 -6.270
H -5.686 -4.107 -4.632
H -3.802 -5.844 -4.723
H -3.077 -4.144 -4.804
Br 0.843 -9.326 3.171
C 1.884 -7.692 3.061
C 2.100 -7.272 1.556
Br 3.005 -5.522 1.515
H 2.851 -8.061 3.291
H 1.571 -6.913 3.737
H 1.220 -7.264 0.926
H 2.874 -7.948 1.172
Br -5.055 -3.791 6.430
C -4.069 -3.534 4.751
C -4.962 -2.879 3.737
Br -3.972 -2.367 2.105
H -3.692 -4.531 4.482
H -3.255 -2.867 4.952
H -5.357 -1.964 4.127
H -5.769 -3.540 3.444
Br 6.378 -1.970 7.589
C 6.529 -0.487 6.334
C 5.617 -0.670 5.145
Br 5.658 0.659 3.707
H 7.561 -0.429 6.085
H 6.260 0.372 6.939
H 4.576 -0.653 5.481
H 5.849 -1.583 4.613
Br -4.290 0.079 6.067
C -3.608 1.857 5.792
C -2.917 2.434 7.020
Br -1.245 1.506 7.452
H -4.441 2.554 5.640
H -2.950 1.758 4.958
H -3.512 2.475 7.940
H -2.585 3.469 6.933
Br -0.974 -0.995 4.167
C 0.676 -1.794 3.580
C 1.634 -0.827 2.960
Br 3.135 -1.793 2.221
H 0.472 -2.618 2.889
H 1.037 -2.192 4.500
H 1.954 -0.024 3.622
H 1.242 -0.365 2.080
Br -1.630 -0.081 -5.145
C -0.030 -1.190 -4.931
C -0.387 -2.640 -5.035
Br 1.290 -3.642 -4.842
H 0.531 -0.944 -4.010
H 0.527 -0.885 -5.787
H -0.873 -2.891 -5.960
H -0.905 -2.954 -4.134
C -7.839 7.558 3.484
C -7.806 6.328 4.328
O -7.077 5.341 3.555
P -6.502 4.048 4.286
O -5.580 4.308 5.471
O -5.693 3.220 3.176
C -6.251 2.848 1.885
C -5.200 2.707 0.824
O -7.881 3.340 4.614
C -8.027 2.221 5.492
C -8.122 0.995 4.640
H -6.847 7.798 3.109
H -8.477 7.406 2.608
H -8.109 8.429 4.089
H -7.212 6.483 5.249
H -8.801 5.929 4.605
H -6.786 1.910 2.079
H -7.010 3.535 1.550
H -5.642 2.322 -0.075
H -4.691 3.642 0.546
H -4.391 1.971 1.016
H -7.215 2.237 6.214
H -8.975 2.348 6.054
H -8.375 0.133 5.242
H -8.874 1.109 3.855
H -7.135 0.841 4.182
C 4.784 7.322 -1.448
C 4.121 6.208 -2.225
O 4.401 4.925 -1.591
P 5.180 3.939 -2.565
O 4.702 3.620 -3.939
O 6.685 4.519 -2.536
C 7.657 4.603 -3.594
C 8.058 6.039 -3.678
O 5.159 2.698 -1.583
C 5.989 1.575 -1.901
C 5.804 0.586 -0.779
H 4.674 8.295 -1.893
H 4.487 7.328 -0.377
H 5.874 7.183 -1.472
H 3.024 6.215 -2.220
H 4.410 6.148 -3.278
H 8.481 3.942 -3.243
H 7.255 4.175 -4.509
H 9.024 6.133 -4.209
H 7.344 6.623 -4.244
H 8.171 6.518 -2.679
H 5.696 1.125 -2.834
H 7.035 1.878 -1.962
H 6.505 -0.226 -0.923
H 5.959 1.066 0.164
H 4.777 0.213 -0.778
C -6.593 -5.583 0.178
C -5.615 -6.368 -0.676
O -4.380 -6.663 -0.046
P -4.297 -7.926 0.937
O -5.267 -9.017 0.743
O -2.761 -8.323 0.691
C -2.449 -9.189 -0.473
C -1.038 -9.627 -0.290
O -4.232 -7.226 2.316
C -4.400 -7.829 3.606
C -3.255 -8.690 4.081
H -7.309 -5.088 -0.450
H -7.135 -6.248 0.871
H -6.053 -4.864 0.789
H -6.088 -7.297 -1.032
H -5.335 -5.772 -1.567
H -3.156 -10.013 -0.475
H -2.533 -8.629 -1.433
H -0.969 -10.206 0.630
H -0.754 -10.212 -1.144
H -0.405 -8.741 -0.277
H -4.622 -7.042 4.342
H -5.312 -8.468 3.467
H -3.076 -9.500 3.392
H -2.370 -8.058 4.222
H -3.486 -9.144 5.056
C 11.499 0.954 -8.212
C 10.043 0.964 -7.806
O 9.939 0.947 -6.379
P 9.545 2.237 -5.474
O 9.414 3.537 -6.141
O 8.264 1.653 -4.608
C 7.123 1.248 -5.325
C 6.922 -0.200 -5.124
O 10.650 2.419 -4.361
C 10.981 1.332 -3.433
C 10.500 1.717 -2.084
H 11.557 0.846 -9.302
H 11.916 1.927 -7.906
H 12.024 0.131 -7.710
H 9.525 1.800 -8.276
H 9.500 0.048 -8.090
H 6.214 1.818 -5.042
H 7.213 1.454 -6.403
H 7.754 -0.806 -5.509
H 6.740 -0.336 -4.051
H 6.039 -0.574 -5.671
H 10.477 0.418 -3.791
H 12.057 1.190 -3.483
H 10.767 0.897 -1.400
H 10.872 2.675 -1.674
H 9.419 1.765 -2.127
C 1.436 -2.396 -0.851
C 2.027 -1.139 -1.341
O 1.041 -0.279 -1.920
P 0.124 0.683 -1.045
O -0.602 1.604 -1.952
O 1.072 1.263 0.048
C 2.276 1.988 -0.401
C 2.957 2.451 0.842
O -0.743 -0.262 -0.132
C -2.111 0.083 0.227
C -3.010 -0.715 -0.612
H 2.221 -3.105 -0.559
H 0.894 -2.316 0.075
H 0.749 -2.780 -1.598
H 2.503 -0.604 -0.515
H 2.780 -1.231 -2.133
H 2.924 1.369 -1.025
H 1.921 2.850 -0.938
H 3.368 1.603 1.428
H 3.833 3.041 0.548
H 2.296 3.034 1.491
H -2.243 -0.290 1.259
H -2.254 1.158 0.258
H -2.827 -1.767 -0.512
H -4.038 -0.535 -0.339
H -2.898 -0.441 -1.675
C -11.888 0.873 -2.402
C -11.069 -0.106 -1.561
O -9.715 0.364 -1.354
P -8.986 0.995 -0.042
O -9.832 1.219 1.139
O -7.711 0.051 0.105
C -8.001 -1.255 0.700
C -8.012 -1.227 2.219
O -8.257 2.246 -0.680
C -9.057 3.480 -0.757
C -8.097 4.625 -0.917
H -11.388 1.159 -3.331
H -12.923 0.526 -2.581
H -11.998 1.775 -1.809
H -11.537 -0.345 -0.615
H -10.970 -1.075 -2.061
H -8.952 -1.700 0.296
H -7.190 -1.878 0.312
H -8.759 -0.518 2.550
H -8.347 -2.195 2.604
H -7.041 -1.029 2.618
H -9.794 3.358 -1.555
H -9.620 3.565 0.202
H -7.568 4.836 -0.001
H -7.351 4.386 -1.668
H -8.568 5.558 -1.249
```

The value obtained for the gap between HOMO and LUMO is 0.3642 Eh. As for the relative energy (zero: lowest compared OMol25 entry of this formula, charge and spin): 0.000 eV.



What did the third record say?
Computed, not measured: a single C5H3NO2 molecule, with ωB97M-V/def2-TZVPD.

Geometry as XYZ:
```
11
Properties=species:S:1:pos:R:3
C 0.516 -0.487 -0.971
C 0.802 -1.049 0.166
C 0.059 -0.361 1.155
C -0.658 0.581 0.526
C -1.572 1.486 1.062
H 0.355 -0.261 -2.791
H 1.724 -1.758 0.082
H 0.196 -0.336 2.219
N -2.061 2.459 1.610
O 1.097 -0.727 -2.151
O -0.459 0.454 -0.907
```

The value obtained for the gap between HOMO and LUMO is 0.3412 Eh. As for the relative energy (zero: lowest compared OMol25 entry of this formula, charge and spin): 1.294 eV. As for the structure (SMILES): N#Cc1ccc(O)o1.



Please write out number 3 again, unchanged.
Computed, not measured: a single C5H3NO2 molecule, with ωB97M-V/def2-TZVPD.

Geometry as XYZ:
```
11
Properties=species:S:1:pos:R:3
C 0.516 -0.487 -0.971
C 0.802 -1.049 0.166
C 0.059 -0.361 1.155
C -0.658 0.581 0.526
C -1.572 1.486 1.062
H 0.355 -0.261 -2.791
H 1.724 -1.758 0.082
H 0.196 -0.336 2.219
N -2.061 2.459 1.610
O 1.097 -0.727 -2.151
O -0.459 0.454 -0.907
```

The value obtained for the gap between HOMO and LUMO is 0.3412 Eh. As for the relative energy (zero: lowest compared OMol25 entry of this formula, charge and spin): 1.294 eV. As for the structure (SMILES): N#Cc1ccc(O)o1.



Q: Look up the relative energy (zero: lowest compared OMol25 entry of this formula, charge and spin) of the third one.
A: 1.294 eV



Q: The highest gap between HOMO and LUMO belongs to which entry?
A: C3H4N2O